(a)
The following is a DFT calculation (wB97M-V/def2-TZVPD) of a 2-piece molecular cluster, C14H16O overall.

HOMO	-8.23	eV
E_LUMO	0.0291	Eh
SMILES	Cc1ccc(O)cc1.Cc1ccccc1
orbital gap	9.0	eV

ORCA input file:
```
! RIJCOSX wB97M-V def2-TZVPD def2/J DEFGRID3
* xyz 0 1
C 0.1607 -2.4543 0.9175
C -1.0421 -1.9000 0.1835
C -1.2988 -0.5209 0.1642
C -2.4018 0.0350 -0.4526
C -3.3688 -0.8391 -1.0361
O -4.5973 -0.3974 -1.3990
C -3.0343 -2.1707 -1.1495
C -1.9859 -2.7193 -0.4104
H 0.9939 -1.8491 0.5390
H 0.4086 -3.4911 0.7359
H 0.0662 -2.1888 1.9703
H -0.5000 0.0999 0.5634
H -2.6449 1.0878 -0.5562
H -4.5523 0.5491 -1.4094
H -3.7457 -2.8131 -1.6586
H -1.8983 -3.7971 -0.3430
C 1.2791 3.0304 -1.0455
C 2.0683 2.1418 -0.1588
C 2.7083 2.6331 0.9730
C 3.3029 1.8012 1.9113
C 3.4854 0.4601 1.6963
C 2.9212 -0.0728 0.5160
C 2.2901 0.7709 -0.3967
H 0.3202 3.2932 -0.6046
H 1.0467 2.6438 -2.0406
H 1.8252 3.9516 -1.2741
H 2.6791 3.6913 1.2068
H 3.7294 2.2935 2.7799
H 3.7775 -0.2832 2.4264
H 3.1697 -1.0684 0.1735
H 1.9257 0.3686 -1.3354
*
```

(b)
The following is a DFT calculation (wB97M-V/def2-TZVPD) of a 2-piece molecular cluster, C14H16O overall.

HOMO	-8.28	eV
E_LUMO	0.0317	Eh
SMILES	Cc1ccc(O)cc1.Cc1ccccc1
orbital gap	9.1	eV

ORCA input file:
```
! RIJCOSX wB97M-V def2-TZVPD def2/J DEFGRID3
* xyz 0 1
C -2.6453 -4.0170 -1.0403
C -1.7857 -3.0383 -0.2405
C -2.1863 -1.8680 0.4716
C -1.2576 -1.0044 0.9756
C 0.1006 -1.3729 0.9588
O 1.0280 -0.6813 1.6833
C 0.5692 -2.4339 0.2644
C -0.4133 -3.2340 -0.3787
H -2.1012 -4.3234 -1.9210
H -3.6243 -3.4716 -1.1644
H -3.0145 -4.8551 -0.4296
H -3.2248 -1.7920 0.8034
H -1.4529 -0.1017 1.5589
H 0.7202 0.1981 1.9441
H 1.5022 -2.9882 0.5015
H -0.1221 -4.0231 -1.0935
C 0.8624 1.7651 -2.2840
C 1.1533 2.2835 -0.8694
C 0.5233 3.4635 -0.4471
C 0.6893 4.0229 0.8419
C 1.4351 3.3149 1.7828
C 2.1796 2.2328 1.3141
C 1.9787 1.6732 0.0863
H 1.6482 2.0992 -2.9454
H -0.0196 2.3299 -2.5802
H 0.6516 0.6851 -2.2301
H -0.1514 4.0235 -1.0790
H 0.1692 4.9469 0.9538
H 1.4205 3.5814 2.8321
H 3.0238 1.8871 1.9360
H 2.3435 0.6978 -0.2055
*
```

(c)
The following is a DFT calculation (wB97M-V/def2-TZVPD) of a 2-piece molecular cluster, C14H16O overall.

HOMO	-8.36	eV
E_LUMO	0.0298	Eh
SMILES	Cc1ccc(O)cc1.Cc1ccccc1
orbital gap	9.2	eV

ORCA input file:
```
! RIJCOSX wB97M-V def2-TZVPD def2/J DEFGRID3
* xyz 0 1
C 0.9857 1.7095 -0.6501
C 0.9282 0.8107 -1.8864
C 0.3964 -0.4560 -1.9476
C 0.4496 -1.1499 -3.1471
C 1.2135 -0.7392 -4.2742
O 1.0027 -1.4553 -5.4155
C 1.7502 0.4905 -4.2289
C 1.5895 1.2603 -3.0755
H 1.7180 2.3956 -0.7617
H 1.1325 1.1211 0.3422
H -0.0308 2.2430 -0.3806
H -0.0372 -0.9469 -1.0093
H 0.0103 -2.1797 -3.2935
H 0.1182 -1.8024 -5.5098
H 2.1448 0.9878 -5.2041
H 1.8573 2.2829 -3.2178
C -2.3195 1.3789 3.6432
C -1.3303 0.3578 3.2031
C 0.1002 0.1772 3.4306
C 0.7911 -0.9146 3.0403
C 0.1394 -1.9835 2.3352
C -1.1786 -1.7404 1.8376
C -1.8460 -0.6199 2.2812
H -3.3141 1.1857 3.2226
H -1.9938 2.4129 3.2699
H -2.5998 1.3115 4.7356
H 0.5017 0.9979 3.9273
H 1.8608 -0.9329 3.1746
H 0.5990 -3.0076 2.2195
H -1.6984 -2.5248 1.1621
H -2.9406 -0.6705 2.1770
*
```

Of them, (c) has the lowest stability.

(a)
The following is a DFT calculation (wB97M-V/def2-TZVPD) of a 2-piece molecular cluster, C6H13N2 overall.

HOMO	-12.94	eV
E_LUMO	-0.1517	Eh
orbital gap	8.8	eV

ORCA input file:
```
! RIJCOSX wB97M-V def2-TZVPD def2/J DEFGRID3
* xyz 1 1
C -1.5978 1.1935 0.3131
C -1.4288 -0.9929 -0.1236
C -1.5007 -0.2348 -1.5143
C 2.0292 -1.1903 0.5832
C 1.7320 1.2571 0.5109
C 2.4543 0.2023 0.2207
N -1.4611 0.0666 0.9327
N -1.3145 1.1610 -1.0013
H -2.3150 -1.6599 -0.0094
H -0.4691 -1.5883 0.0880
H -0.5570 -0.4679 -1.9598
H -2.3518 -0.4426 -2.1120
H 1.7150 -1.7776 -0.3037
H 1.2308 -1.1372 1.2157
H 2.8183 -1.7932 0.9642
H 0.7620 1.0609 1.0248
H 1.9468 2.2597 0.1261
H -1.5249 1.9455 1.0604
H 3.4208 0.3841 -0.2751
H -1.7481 -0.0502 1.8822
H -1.8405 1.8043 -1.6228
*
```

(b)
The following is a DFT calculation (wB97M-V/def2-TZVPD) of an isolated ion of composition C6H13N2 and charge +1.

HOMO	-13.21	eV
E_LUMO	-0.1367	Eh
SMILES	C/C=C/N(C)C(C)=[NH2+]
orbital gap	9.5	eV

ORCA input file:
```
! RIJCOSX wB97M-V def2-TZVPD def2/J DEFGRID3
* xyz 1 1
C 1.0712 2.8605 0.8435
C 0.7283 1.4733 0.7477
C 0.4888 0.9223 -0.4503
N 0.0438 -0.4182 -0.5602
C 0.1608 -0.8112 -1.9617
C -0.6503 -1.0671 0.3551
C -0.7806 -2.5792 0.0724
N -1.3257 -0.6014 1.4160
H 0.1828 3.3231 1.2818
H 1.1881 3.1766 -0.2665
H 2.0778 3.1097 1.3709
H 0.7301 0.8264 1.7025
H 0.7590 1.4337 -1.4678
H -0.3204 -1.7532 -2.2610
H 1.1929 -0.6797 -2.1333
H -0.4932 0.0048 -2.4560
H -1.1964 -2.7586 -0.9616
H -1.4018 -3.0953 0.8112
H 0.2786 -2.8564 0.1779
H -1.3665 -0.9178 2.4044
H -1.3670 0.4077 1.3350
*
```

Of them, (a) has the lowest stability.

(a)
The following is a DFT calculation (wB97M-V/def2-TZVPD) of an isolated ion of composition CH4O2PS and charge -1.

HOMO	-4.14	eV
E_LUMO	0.1416	Eh
SMILES	C[P@]([O-])(O)=S
orbital gap	8.0	eV

ORCA input file:
```
! RIJCOSX wB97M-V def2-TZVPD def2/J DEFGRID3
* xyz -1 1
C 0.9994 0.2348 0.5810
P -0.8603 -0.3625 0.0549
O -1.2556 -1.6017 0.7756
O -0.5262 -0.7710 -1.5484
S -1.9352 1.2726 0.2297
H 1.3404 0.3580 1.6554
H 1.7471 -0.4372 0.0351
H 0.9179 1.2232 0.1565
H -0.4274 0.0839 -1.9398
*
```

(b)
The following is a DFT calculation (wB97M-V/def2-TZVPD) of a 2-piece molecular cluster, CH4O2PS overall.

HOMO (alpha / beta)	-3.65 / -3.65	eV
E_LUMO (alpha / beta)	0.1042 / 0.1042	Eh
orbital gap (alpha / beta)	6.5 / 6.5	eV

ORCA input file:
```
! RIJCOSX wB97M-V def2-TZVPD def2/J DEFGRID3
* xyz -1 1
C 1.2781 0.0064 -0.0552
O -0.4267 -1.8710 0.9182
O -2.0681 0.3045 -1.8389
P -0.2790 -0.4071 0.7606
S -0.7345 0.8481 2.2109
H 1.3114 1.1225 -0.2310
H 2.0711 -0.3485 0.5434
H 1.3822 -0.6659 -0.9816
H -2.5345 1.0112 -1.3263
*
```

Of them, (b) has the lowest stability.

(a)
The following is a DFT calculation (wB97M-V/def2-TZVPD) of C19H38O2 as an isolated structure.

HOMO	-8.99	eV
E_LUMO	0.0260	Eh
orbital gap	9.7	eV

ORCA input file:
```
! RIJCOSX wB97M-V def2-TZVPD def2/J DEFGRID3
* xyz 0 1
C 8.1182 -3.9110 -0.7936
C 6.9624 -3.9511 0.1947
C 5.5313 -3.9650 -0.5319
C 4.5651 -4.1008 0.5795
C 3.3077 -4.1017 -0.0277
C 2.7976 -3.1321 -0.7965
C 2.7129 -1.8949 0.0978
C 2.1125 -0.6051 -1.0283
C 0.6289 -0.7684 -1.2861
C 0.0268 0.4791 -1.9339
C -1.5020 0.1462 -2.4652
C -2.3070 0.3256 -1.2808
C -3.7342 0.5613 -1.5133
C -4.8963 0.2517 -0.4153
C -4.5876 1.4886 0.5806
C -4.7930 2.7165 0.2024
C -4.5644 3.9581 1.3214
C -3.1156 3.9163 1.6674
O -2.3193 3.6810 0.7903
O -3.0613 4.3449 2.8636
C -1.6257 4.6474 3.2315
H -1.1954 3.4360 3.3790
H -1.1989 5.1800 2.6039
H -1.8173 4.8805 4.3772
H -4.8702 4.9184 0.4908
H -5.2751 3.7361 2.0454
H -5.7439 3.0299 -0.1920
H -4.1982 2.9364 -0.8292
H -5.3374 1.1562 1.5545
H -3.6886 1.3245 1.1929
H -4.7520 -0.6805 0.0015
H -5.7622 0.4253 -0.8563
H -4.0778 -0.4975 -2.2135
H -3.9562 1.3445 -2.0839
H -2.1462 -0.4615 -0.4274
H -2.2973 1.1806 -0.6803
H -1.5734 -0.5273 -2.9912
H -1.7987 0.9383 -2.8454
H 0.6045 0.4970 -2.8994
H 0.1703 1.1343 -1.3966
H 0.2871 -1.6921 -1.5963
H 0.0376 -1.1365 -0.1334
H 2.3282 0.2274 -0.3445
H 2.7010 -0.5596 -1.7628
H 3.7106 -1.5810 0.1376
H 1.9217 -1.8319 0.8374
H 3.3773 -2.8981 -1.6180
H 1.6979 -3.2272 -1.1506
H 2.4391 -4.4271 0.6347
H 3.2261 -5.3434 -0.6905
H 4.5808 -3.2928 1.1820
H 4.7568 -5.0373 1.1078
H 5.4270 -2.9502 -1.1045
H 5.5729 -4.8165 -1.0553
H 7.0502 -3.2056 1.0505
H 7.0628 -5.1451 0.7990
H 8.1569 -2.8828 -1.3991
H 8.1881 -4.7777 -1.5655
H 9.0869 -3.9598 -0.4304
*
```

(b)
The following is a DFT calculation (wB97M-V/def2-TZVPD) of C19H38O2 as an isolated structure.

HOMO	-9.17	eV
E_LUMO	0.0304	Eh
orbital gap	10.0	eV

ORCA input file:
```
! RIJCOSX wB97M-V def2-TZVPD def2/J DEFGRID3
* xyz 0 1
C 6.9453 0.6534 3.2238
C 5.6825 -0.3708 3.2041
C 4.2930 0.3095 3.0954
C 3.2564 -0.6254 3.1277
C 2.0376 0.0168 2.8012
C 0.8252 -0.7109 3.1985
C 0.7441 -1.7755 2.2537
C 0.4110 -1.6519 0.8024
C 0.2336 -2.8343 -0.0877
C -0.2175 -2.3481 -1.5948
C 0.7907 -1.6035 -2.1138
C 0.6712 -0.1844 -2.1668
C -0.4301 0.3319 -3.3644
C -0.8747 1.9069 -3.0365
H 0.0913 2.3322 -3.4777
H -1.5564 2.2370 -3.7406
C -1.1361 2.4674 -1.8339
C -2.2307 1.6018 -1.1042
O -2.3105 0.7590 -0.1069
O -3.4200 1.7153 -1.7211
C -4.5043 0.7566 -1.3784
C -5.7471 1.6541 -1.7322
H -6.7399 1.0457 -1.4719
H -5.8083 2.7174 -1.4401
H -5.8480 1.2751 -2.9333
C -4.5089 -0.5903 -1.9076
H -4.2421 -0.5480 -3.1157
H -5.4268 -1.2196 -1.4918
H -3.4691 -0.9561 -1.3969
H -4.5627 0.9310 -0.3052
H -1.6261 3.3237 -1.6943
H -0.2925 2.2230 -1.0676
H -1.4680 -0.1434 -2.8858
H -0.1852 0.1406 -4.3065
H 0.4853 0.2672 -1.2806
H 1.4012 0.4464 -2.4422
H 0.8352 -2.0463 -3.4122
H 1.8176 -1.5460 -1.8060
H -0.4407 -3.2784 -2.0246
H -1.1120 -1.7354 -1.2953
H -0.6123 -3.1831 0.2543
H 1.1878 -3.1284 0.0590
H 1.3771 -0.9378 0.5018
H -0.3556 -0.8190 0.6706
H 1.5440 -2.6920 2.4184
H -0.3491 -2.5309 2.4342
H -0.1747 -0.0788 3.0155
H 0.7373 -1.0715 4.0694
H 1.8505 0.4275 2.0273
H 1.9794 0.9581 3.8469
H 3.3512 -1.4371 2.4339
H 3.2407 -1.1723 4.1695
H 4.1890 1.0161 3.8109
H 4.4567 0.9710 2.0743
H 5.7440 -0.7589 4.1754
H 5.8131 -0.9679 2.6298
H 7.0717 1.0202 2.2094
H 7.9884 0.0663 3.4187
H 6.8404 1.3184 4.0765
*
```

Of them, (a) has the lowest stability.